Model A:
The following is a quantum chemistry calculation of 13 unconnected molecules or ions with the total composition C36H103N5O13, from the Open Molecules 2025 dataset.

Last column: Löwdin charge in e.
Geometry (Å):
C -2.655 3.309 -3.364  -0.048
C -1.965 2.613 -2.189  -0.489
C -1.595 3.617 -1.099  -0.062
O -2.845 1.656 -1.606  -0.062
H -2.768 2.494 -4.093  0.066
H -2.084 4.161 -3.722  0.074
H -3.708 3.536 -3.195  0.082
H -1.050 2.092 -2.484  0.118
H -0.965 3.127 -0.350  0.057
H -2.501 3.977 -0.610  0.083
H -0.984 4.435 -1.485  0.081
H -2.741 0.841 -2.123  0.049
C -4.047 -1.901 -2.974  -0.053
C -2.771 -1.638 -3.719  -0.499
C -3.032 -1.069 -5.112  -0.051
O -1.933 -0.773 -2.989  -0.097
H -4.707 -2.662 -3.395  0.083
H -4.650 -0.985 -2.930  0.083
H -3.955 -2.211 -1.930  0.076
H -2.215 -2.573 -3.899  0.142
H -3.585 -1.801 -5.705  0.083
H -2.143 -0.821 -5.696  0.055
H -3.532 -0.101 -4.995  0.079
H -1.012 -0.771 -3.334  0.046
C -1.617 -1.443 1.268  -0.023
C -0.581 -1.318 0.156  -0.451
C 0.177 0.008 0.236  -0.034
O 0.388 -2.372 0.163  -0.090
H -1.965 -2.469 1.380  0.068
H -2.413 -0.712 1.175  0.082
H -1.089 -1.282 2.218  0.073
H -1.087 -1.340 -0.815  0.118
H 0.691 0.033 1.202  0.071
H -0.545 0.830 0.168  0.066
H 0.919 0.155 -0.550  0.067
H 0.492 -2.676 1.088  0.058
C -1.865 -2.340 5.287  -0.067
C -0.707 -1.891 6.160  -0.456
C -0.580 -2.735 7.420  -0.061
O 0.483 -2.184 5.404  -0.087
H -2.833 -2.324 5.801  0.083
H -1.714 -3.385 5.000  0.085
H -2.022 -1.769 4.371  0.056
H -0.868 -0.828 6.365  0.140
H -1.371 -2.379 8.105  0.079
H 0.285 -2.625 8.070  0.076
H -0.835 -3.776 7.224  0.080
H 1.035 -1.397 5.259  0.057
C -5.255 -0.131 4.145  -0.054
C -5.523 -0.228 2.642  -0.431
C -5.454 -1.701 2.207  -0.211
O -4.217 -2.269 2.551  -0.241
C -4.190 -3.660 2.800  -0.091
N -6.862 0.290 2.387  0.030
H -6.113 -0.495 4.716  0.082
H -5.037 0.900 4.423  0.070
H -4.490 -0.838 4.475  0.057
H -4.742 0.304 2.088  0.122
H -5.585 -1.856 1.127  0.126
H -6.315 -2.231 2.639  0.128
H -4.920 -4.180 2.172  0.090
H -4.576 -3.852 3.812  0.089
H -3.155 -3.976 2.718  0.078
H -6.813 1.295 2.520  0.074
H -7.190 0.157 1.437  0.072
C 1.192 -0.424 -6.475  -0.060
C 1.177 0.412 -5.216  -0.405
C 0.303 1.667 -5.356  -0.205
O 0.638 2.323 -6.555  -0.199
C 0.238 3.680 -6.594  -0.097
N 0.638 -0.425 -4.126  0.051
H 1.984 -1.180 -6.433  0.066
H 1.560 0.150 -7.331  0.079
H 0.242 -0.894 -6.725  0.078
H 2.217 0.720 -5.048  0.141
H 0.432 2.357 -4.513  0.118
H -0.736 1.313 -5.435  0.124
H 0.773 4.292 -5.862  0.086
H -0.842 3.725 -6.422  0.085
H 0.491 4.039 -7.590  0.087
H 0.709 0.115 -3.260  0.076
H 1.352 -1.133 -3.965  0.036
C 2.047 -3.978 -3.595  -0.047
C 3.031 -3.102 -2.819  -0.412
C 4.049 -2.499 -3.770  -0.199
O 4.978 -1.677 -3.086  -0.228
C 6.113 -1.246 -3.835  -0.061
N 2.279 -2.020 -2.177  0.075
H 1.537 -3.378 -4.351  0.070
H 1.273 -4.373 -2.937  0.076
H 2.571 -4.800 -4.086  0.080
H 3.529 -3.728 -2.071  0.139
H 3.586 -2.025 -4.648  0.117
H 4.543 -3.299 -4.345  0.128
H 5.815 -0.691 -4.724  0.095
H 6.684 -2.161 -4.028  0.094
H 6.722 -0.639 -3.168  0.093
H 2.908 -1.361 -1.737  0.037
H 1.682 -2.334 -1.416  0.058
C -1.888 1.712 3.406  -0.037
C -0.812 2.686 2.962  -0.413
C -1.333 4.002 2.366  -0.178
O -0.126 4.681 1.978  -0.237
C -0.342 5.970 1.445  -0.106
N 0.270 2.788 3.960  0.060
H -2.382 2.040 4.325  0.082
H -1.483 0.732 3.653  0.065
H -2.603 1.695 2.581  0.078
H -0.282 2.364 2.056  0.119
H -1.899 4.684 3.018  0.130
H -1.960 3.911 1.475  0.096
H 0.552 6.257 0.897  0.086
H -0.541 6.674 2.261  0.088
H -1.223 6.025 0.798  0.084
H -0.161 3.234 4.772  0.096
H 0.882 3.506 3.566  0.071
C 2.449 3.873 -1.007  -0.067
C 3.614 3.793 -0.066  -0.435
C 3.213 3.000 1.198  -0.199
O 4.305 2.743 2.066  -0.214
C 4.812 3.880 2.740  -0.096
N 4.747 3.110 -0.718  0.065
H 2.731 4.443 -1.897  0.083
H 1.563 4.342 -0.571  0.060
H 2.073 2.924 -1.406  0.078
H 3.938 4.799 0.213  0.126
H 2.881 2.029 0.818  0.107
H 2.364 3.413 1.756  0.110
H 5.077 4.703 2.074  0.080
H 5.699 3.554 3.278  0.089
H 4.081 4.244 3.469  0.086
H 4.333 2.237 -1.024  0.042
H 5.478 3.027 -0.029  0.066
C 4.258 -0.635 0.220  -0.149
O 4.339 0.008 -1.045  -0.156
H 4.531 -1.691 0.263  0.090
H 4.742 -0.069 1.020  0.076
H 3.205 -0.628 0.530  0.055
H 4.767 -0.635 -1.656  0.046
C 2.778 0.228 3.553  -0.133
O 1.564 0.185 4.285  -0.158
H 2.599 0.693 2.585  0.046
H 3.496 0.807 4.144  0.084
H 3.271 -0.736 3.421  0.079
H 1.147 1.065 4.261  0.032
C -0.510 -5.430 0.018  -0.155
O -1.332 -4.645 -0.846  -0.138
H -0.685 -6.478 -0.218  0.077
H 0.543 -5.183 -0.157  0.068
H -0.778 -5.205 1.054  0.069
H -1.233 -3.741 -0.521  0.031
C 2.139 -4.312 3.018  -0.106
O 0.975 -3.532 2.707  -0.164
H 1.985 -5.102 3.754  0.080
H 2.415 -4.765 2.068  0.078
H 2.863 -3.570 3.363  0.076
H 0.671 -2.999 3.456  0.051

Results
Gap between HOMO and LUMO in eV: 9.4
Molecular weight in g/mol: 814.24
HOMO energy in eV: -8.835

=====

Model B:
The following is a quantum chemistry calculation of 13 unconnected molecules or ions with the total composition C36H103N5O13, from the Open Molecules 2025 dataset.

Last column: Löwdin charge in e.
Geometry (Å):
C -5.686 1.121 -2.618  -0.067
C -6.537 -0.223 -2.409  -0.371
C -5.527 -1.417 -2.665  -0.190
O -6.215 -2.656 -2.484  -0.178
C -5.391 -3.765 -2.487  -0.140
N -7.144 -0.205 -1.043  0.036
H -6.391 1.999 -2.617  0.081
H -5.157 1.128 -3.599  0.075
H -4.983 1.342 -1.862  0.033
H -7.322 -0.224 -3.160  0.122
H -4.698 -1.206 -1.914  0.122
H -5.105 -1.349 -3.669  0.112
H -6.004 -4.644 -2.741  0.098
H -4.972 -3.999 -1.505  0.067
H -4.519 -3.676 -3.162  0.085
H -7.836 -0.976 -0.973  0.070
H -6.383 -0.419 -0.384  0.044
C -2.096 5.861 -0.439  -0.067
C -1.388 4.660 0.084  -0.448
C -0.812 4.956 1.449  -0.216
O 0.249 5.905 1.258  -0.180
C 0.730 6.312 2.539  -0.113
N -2.322 3.537 0.107  0.079
H -2.471 5.657 -1.462  0.077
H -1.527 6.779 -0.423  0.079
H -3.083 6.066 0.041  0.100
H -0.512 4.419 -0.566  0.131
H -0.525 4.039 1.988  0.100
H -1.616 5.429 2.079  0.135
H 0.077 6.958 3.206  0.103
H 1.654 6.893 2.399  0.087
H 0.934 5.401 3.091  0.073
H -1.916 2.675 -0.293  0.040
H -3.010 3.754 -0.559  0.043
C 8.457 -1.008 -2.630  -0.051
C 7.667 0.188 -3.186  -0.442
C 6.439 0.488 -2.360  -0.205
O 6.885 0.866 -1.049  -0.204
C 5.919 1.562 -0.289  -0.107
N 8.635 1.275 -3.412  0.018
H 8.965 -0.673 -1.720  0.081
H 9.244 -1.220 -3.341  0.073
H 7.912 -1.867 -2.397  0.051
H 7.278 0.006 -4.179  0.130
H 5.789 -0.424 -2.318  0.108
H 5.822 1.315 -2.866  0.146
H 4.986 1.042 -0.266  0.064
H 5.745 2.593 -0.672  0.106
H 6.228 1.636 0.716  0.059
H 8.916 1.691 -2.505  0.078
H 8.331 2.086 -4.013  0.092
C 5.160 1.232 4.148  -0.074
C 4.361 0.349 3.253  -0.452
C 5.313 -0.600 2.527  -0.224
O 4.611 -1.296 1.530  -0.206
C 5.417 -1.904 0.526  -0.083
N 3.296 -0.316 4.015  0.053
H 5.763 0.662 4.800  0.066
H 4.478 1.782 4.783  0.080
H 5.742 1.946 3.546  0.089
H 3.868 0.985 2.426  0.143
H 5.725 -1.191 3.276  0.105
H 6.152 -0.052 2.080  0.116
H 5.956 -1.127 -0.062  0.070
H 4.770 -2.465 -0.189  0.083
H 6.184 -2.570 0.990  0.104
H 2.843 -1.073 3.483  0.060
H 3.606 -0.727 4.905  0.084
C -1.724 -0.214 -0.722  -0.041
C -1.621 -0.160 0.813  -0.362
C -0.189 0.233 1.285  -0.159
O 0.040 1.539 0.746  -0.223
C 1.439 1.758 0.519  -0.057
N -2.832 0.524 1.438  0.058
H -2.653 -0.696 -0.910  0.037
H -0.956 -0.734 -1.264  0.057
H -1.819 0.843 -1.146  0.086
H -1.715 -1.220 1.140  0.116
H 0.606 -0.351 0.838  0.110
H -0.148 0.251 2.370  0.095
H 1.882 1.682 1.495  0.074
H 1.470 2.761 0.158  0.083
H 1.926 1.019 -0.088  0.048
H -2.565 0.634 2.445  0.058
H -3.075 1.496 1.109  0.072
C 2.096 -4.565 -0.054  -0.067
C 2.088 -3.363 0.890  -0.319
O 0.747 -3.113 1.240  -0.094
H 2.058 -5.436 0.562  0.064
H 3.029 -4.562 -0.615  0.061
H 1.313 -4.467 -0.814  0.079
H 2.586 -2.488 0.456  0.078
H 2.658 -3.683 1.782  0.120
H 0.721 -2.651 2.093  0.041
C -1.809 -1.548 4.497  -0.071
C -0.386 -1.329 4.783  -0.311
O 0.538 -2.078 3.999  -0.089
H -2.031 -2.625 4.594  0.091
H -2.073 -1.243 3.549  0.024
H -2.399 -0.973 5.230  0.096
H -0.092 -1.530 5.798  0.115
H -0.247 -0.270 4.537  0.094
H 0.270 -2.987 4.075  0.078
C -0.782 -1.505 -5.738  -0.108
C -1.521 -1.583 -4.486  -0.352
O -0.720 -2.253 -3.552  -0.086
H -0.545 -2.513 -6.162  0.101
H 0.082 -0.826 -5.777  0.081
H -1.476 -1.078 -6.496  0.087
H -2.410 -2.154 -4.668  0.105
H -1.782 -0.589 -4.156  0.111
H -1.226 -3.013 -3.202  0.080
C 0.198 2.935 -2.882  -0.078
C -0.612 3.936 -3.749  -0.287
O -1.972 3.488 -3.670  -0.095
H -0.293 2.749 -1.943  0.023
H 1.163 3.374 -2.646  0.071
H 0.331 1.892 -3.283  0.088
H -0.233 3.943 -4.750  0.093
H -0.498 4.966 -3.392  0.105
H -2.514 4.168 -4.093  0.082
C -2.991 2.542 5.363  -0.088
C -1.844 2.993 4.482  -0.340
O -1.191 1.899 3.911  -0.115
H -3.878 2.126 4.758  0.098
H -3.350 3.326 6.086  0.085
H -2.668 1.698 5.996  0.065
H -1.084 3.484 5.150  0.121
H -2.070 3.721 3.703  0.094
H -0.703 2.141 3.087  0.076
C -7.039 -2.997 1.666  -0.088
C -5.538 -2.813 1.746  -0.323
O -5.189 -1.612 1.072  -0.094
H -7.538 -2.281 2.292  0.065
H -7.325 -3.985 2.037  0.077
H -7.398 -2.851 0.630  0.074
H -5.129 -3.707 1.307  0.070
H -5.241 -2.892 2.826  0.125
H -4.381 -1.172 1.370  0.044
C 2.529 -0.473 -1.993  -0.082
C 3.055 -1.571 -2.919  -0.341
O 2.325 -1.552 -4.075  -0.072
H 1.474 -0.576 -1.852  0.050
H 2.718 0.582 -2.366  0.097
H 3.052 -0.554 -1.005  0.056
H 3.065 -2.600 -2.470  0.121
H 4.027 -1.315 -3.300  0.089
H 1.411 -1.813 -3.912  0.051
C -2.245 -4.707 0.805  -0.072
C -2.125 -3.875 -0.445  -0.303
O -2.156 -4.651 -1.656  -0.096
H -1.689 -5.613 0.736  0.067
H -3.252 -4.915 1.119  0.050
H -1.757 -4.199 1.656  0.071
H -1.232 -3.239 -0.464  0.096
H -2.924 -3.152 -0.410  0.080
H -3.001 -5.107 -1.867  0.087

Results
Gap between HOMO and LUMO in eV: 9.3
Molecular weight in g/mol: 814.24
HOMO energy in eV: -8.781

=====

Which of them is the most stable, and which is the least stable? model A and model B, in that order.

=====

Model A:
The following is a quantum chemistry calculation of a molecular structure, C2HClNO3, from the Open Molecules 2025 dataset.

Last column: natural (NBO) charge in e.
Geometry (Å):
C -1.056 -1.270 -0.785  0.814
C -1.461 1.234 -1.198  0.786
N 0.356 -1.152 0.428  -0.935
O -1.807 0.105 -0.676  -0.594
O -1.595 -2.170 -1.326  -0.603
O -1.735 2.345 -0.798  -0.601
Cl -0.401 1.076 -2.631  -0.142
H -0.068 -0.249 0.666  0.275

Results
Gap between HOMO and LUMO (alpha / beta) in eV: 7.1 / 7.1
Charge: -1
Molecular weight in g/mol: 122.49
HOMO energy (alpha / beta) in eV: -3.541 / -3.542

=====

Model B:
The following is a quantum chemistry calculation of a molecular structure, C2HClNO3, from the Open Molecules 2025 dataset.

Last column: natural (NBO) charge in e.
Geometry (Å):
C -1.719 -1.770 -0.911  0.855
C 1.835 1.532 0.670  1.001
N -1.201 -1.504 0.334  -0.876
O 1.555 1.806 1.761  -0.595
O -2.180 -2.215 -1.883  -0.543
O 2.585 1.352 -0.221  -0.611
Cl -0.254 1.288 -0.153  -0.666
H -0.620 -0.489 0.402  0.435

Results
Gap between HOMO and LUMO in eV: 9.1
Charge: -1
Molecular weight in g/mol: 122.49
HOMO energy in eV: -5.455

=====

Which of them is the most stable, and which is the least stable? model B and model A, in that order.

=====

Model A:
The following is a quantum chemistry calculation of a molecular structure, C3H4INS, from the Open Molecules 2025 dataset.

Last column: natural (NBO) charge in e.
Geometry (Å):
C 0.883 0.512 -0.524  -0.096
C -1.165 -0.872 0.557  -0.597
C -0.370 0.970 -0.797  -0.361
N 1.092 0.188 0.818  -0.766
S 0.330 -1.214 1.404  0.534
I -2.539 -2.305 0.536  0.260
H 1.728 0.274 -1.248  0.204
H -1.162 1.225 -0.046  0.234
H -0.822 1.115 -1.781  0.207
H 2.026 0.108 1.079  0.380

Results
Gap between HOMO and LUMO in eV: 7.2
Molecular weight in g/mol: 213.04
HOMO energy in eV: -7.743

=====

Model B:
The following is a quantum chemistry calculation of 2 unconnected molecules or ions with the total composition C3H4INS, from the Open Molecules 2025 dataset.

Last column: natural (NBO) charge in e.
Geometry (Å):
S -2.119 -2.435 0.193  -0.132
N -1.590 -1.047 -0.484  -0.590
C -2.202 0.102 -0.610  -0.130
I -4.134 0.350 0.088  0.208
H -0.632 -1.054 -0.832  0.427
H -1.728 0.920 -1.120  0.217
C 1.546 -0.397 0.851  -0.233
C 0.991 0.646 1.021  -0.239
H 2.000 -1.324 0.657  0.237
H 0.545 1.578 1.217  0.234

Results
SMILES string: [S-]/[NH+]=C\I.C#C
Gap between HOMO and LUMO (alpha / beta) in eV: 8.1 / 8.1
Molecular weight in g/mol: 213.04
HOMO energy (alpha / beta) in eV: -8.071 / -8.070

=====

Which of them is the most stable, and which is the least stable? model B and model A, in that order.

=====

Model A:
The following is a quantum chemistry calculation of a single C4H8F2N2 molecule, from the Open Molecules 2025 dataset.

Last column: natural (NBO) charge in e.
Geometry (Å):
H 0.040 1.544 1.454  0.328
N 0.110 2.221 0.691  -0.735
C 0.165 1.829 -0.532  0.295
N -0.018 0.609 -1.091  -0.607
C -0.071 -0.626 -0.369  -0.134
C -1.361 -0.780 0.408  0.049
F -2.442 -0.757 -0.441  -0.350
C 1.179 -0.931 0.463  0.047
F 2.210 -1.048 -0.428  -0.358
H 0.272 2.578 -1.316  0.167
H 0.254 0.439 -2.065  0.405
H 0.014 -1.391 -1.155  0.217
H -1.311 -1.696 1.024  0.165
H -1.477 0.054 1.148  0.170
H 1.093 -1.903 0.993  0.168
H 1.344 -0.142 1.216  0.171

Results
SMILES string: [H]/N=C\NC(CF)CF
Gap between HOMO and LUMO in eV: 10.2
Molecular weight in g/mol: 122.12
HOMO energy in eV: -9.372

=====

Model B:
The following is a quantum chemistry calculation of a single C4H8F2N2 molecule, from the Open Molecules 2025 dataset.

Last column: natural (NBO) charge in e.
Geometry (Å):
N -2.269 -0.688 -0.372  -0.812
C -0.832 -0.872 0.005  -0.204
C -0.012 0.350 -0.230  -0.141
N -0.840 1.411 0.263  -0.832
C 1.502 0.347 -0.210  0.328
F 1.972 1.716 -0.181  -0.372
C 2.515 -0.460 -0.143  0.128
F 2.254 -1.748 0.145  -0.334
H -2.645 0.089 0.171  0.367
H -2.787 -1.389 -0.090  0.342
H -0.455 -1.881 -0.400  0.226
H -0.785 -0.930 1.238  0.133
H 0.043 0.268 -1.461  0.219
H -0.470 2.402 -0.140  0.390
H -0.715 1.576 1.378  0.369
H 3.525 -0.192 0.025  0.194

Results
SMILES string: NC[C@@H](N)/C(F)=C\F
Gap between HOMO and LUMO in eV: 10.1
Molecular weight in g/mol: 122.12
HOMO energy in eV: -9.206

=====

Which of them is the most stable, and which is the least stable? model A and model B, in that order.